No. 1
73
Properties=species:S:1:pos:R:3 method="wB97M-V/def2-TZVPD" e_lumo_ev=-3.31 charge=+1 largest_force_ha_per_bohr=0.015
V -1.337 -0.173 0.238
C -0.862 -1.363 2.984
N -1.847 -1.536 1.906
C -3.193 -1.253 2.435
C -1.756 -2.917 1.371
C -2.872 -3.191 0.398
C -3.912 -4.058 0.712
C -4.971 -4.227 -0.165
C -5.001 -3.520 -1.361
C -3.967 -2.656 -1.683
C -2.898 -2.491 -0.808
H -1.099 -2.022 3.827
H -0.878 -0.330 3.335
H 0.138 -1.605 2.614
H -3.471 -2.008 3.177
H -3.931 -1.261 1.634
H -3.193 -0.269 2.902
H -1.765 -3.650 2.191
H -0.779 -2.987 0.884
H -3.894 -4.597 1.651
H -5.776 -4.903 0.086
H -5.830 -3.645 -2.043
H -3.985 -2.104 -2.613
C -0.673 -2.308 -1.945
C -1.759 -1.597 -1.176
O -2.020 -0.331 -1.468
H -1.127 -2.764 -2.830
H -0.232 -3.117 -1.360
H 0.107 -1.623 -2.263
C 3.939 0.959 -1.761
C 2.539 0.359 -1.590
C 2.695 -1.139 -1.267
C 1.781 0.498 -2.919
P 1.528 1.165 -0.226
N 0.328 0.127 0.179
C 2.548 1.298 1.352
C 1.601 1.408 2.561
C 3.546 2.465 1.362
C 3.318 -0.019 1.545
C 0.802 2.835 -0.749
C 1.870 3.781 -1.315
C 0.164 3.516 0.471
C -0.307 2.665 -1.801
H 4.416 0.445 -2.598
H 4.565 0.804 -0.891
H 3.923 2.021 -1.996
H 2.934 -1.665 -2.192
H 1.785 -1.570 -0.852
H 3.512 -1.322 -0.571
H 2.235 -0.180 -3.642
H 1.858 1.501 -3.327
H 0.727 0.244 -2.832
H 0.882 2.218 2.494
H 2.216 1.578 3.446
H 1.055 0.474 2.703
H 3.058 3.432 1.429
H 4.202 2.464 0.496
H 4.175 2.362 2.247
H 2.665 -0.887 1.442
H 3.721 -0.024 2.558
H 4.159 -0.121 0.866
H 2.686 3.964 -0.622
H 1.386 4.739 -1.509
H 2.281 3.434 -2.260
H 0.891 3.795 1.226
H -0.616 2.898 0.914
H -0.301 4.438 0.122
H 0.086 2.643 -2.813
H -0.976 3.523 -1.733
H -0.914 1.777 -1.658
O -4.334 2.426 -0.083
C -3.408 1.878 0.362
N -2.440 1.300 0.799


No. 2
72
Properties=species:S:1:pos:R:3 method="wB97M-V/def2-TZVPD" de_lowest_kcal_mol=15.65 multiplicity=5 s_squared=6.049 e_lumo_ev="-10.92 / -15.95" charge=+4 largest_force_ha_per_bohr=0.058
Ru -0.243 -0.539 0.054
P 0.115 1.505 1.195
P -2.498 -0.068 -0.197
P 1.995 -0.763 -0.487
H -1.483 -1.963 -2.319
C -0.586 -2.189 -1.719
C -0.683 -2.661 -0.421
H -1.672 -2.900 0.021
C 0.229 2.980 0.122
C -1.135 1.954 2.473
C 1.626 1.603 2.244
C -3.471 -0.901 -1.510
C -3.417 -0.572 1.313
C -3.004 1.666 -0.531
C 2.592 -1.935 -1.767
C 2.985 -1.308 0.961
C 2.767 0.783 -1.111
H 0.319 -2.396 -2.321
H 0.143 -3.267 0.002
H 0.358 3.875 0.745
H -0.680 3.083 -0.482
H 1.082 2.886 -0.559
H -0.839 2.910 2.927
H -1.159 1.189 3.260
H -2.140 2.059 2.054
H 1.590 2.537 2.823
H 2.542 1.598 1.646
H 1.651 0.762 2.949
H -4.534 -0.644 -1.407
H -3.358 -1.988 -1.436
H -3.117 -0.564 -2.492
H -4.496 -0.470 1.141
H -3.123 0.042 2.171
H -3.185 -1.622 1.534
H -4.102 1.721 -0.556
H -2.606 1.970 -1.509
H -2.636 2.360 0.232
H 3.689 -1.955 -1.771
H 2.240 -1.622 -2.757
H 2.219 -2.944 -1.555
H 3.892 -1.819 0.610
H 2.392 -2.012 1.555
H 3.266 -0.461 1.593
H 3.797 0.579 -1.428
H 2.779 1.569 -0.349
H 2.188 1.133 -1.977
C 0.281 1.444 -4.949
C 0.245 0.049 -4.808
C 0.856 -0.762 -5.766
C 1.549 -0.181 -6.838
C 1.679 1.211 -6.917
C 1.066 2.027 -5.960
Se -0.799 2.554 -3.820
H -1.954 2.275 -4.551
H -0.297 -0.383 -3.960
H 0.785 -1.849 -5.681
H 1.992 -0.818 -7.608
H 2.253 1.663 -7.725
H 1.158 3.111 -6.005
N -0.200 -1.230 1.918
C -0.194 -1.387 3.048
C -0.145 -1.324 4.476
C -1.334 -1.107 5.213
C -1.246 -0.757 6.560
C 0.003 -0.675 7.180
C 1.169 -1.002 6.482
C 1.098 -1.354 5.140
H -2.298 -1.197 4.709
H -2.159 -0.539 7.116
H 0.069 -0.365 8.231
H 2.143 -0.974 6.980
H 1.997 -1.632 4.571


No. 3
72
Properties=species:S:1:pos:R:3 method="wB97M-V/def2-TZVPD" multiplicity=2 s_squared=0.811 e_lumo_ev="-10.29 / -9.74" charge=+3 largest_force_ha_per_bohr=0.086
Ti 0.642 0.067 -0.508
P -0.563 2.069 0.655
P -2.567 -1.635 -0.477
P 2.790 0.832 -0.224
H 2.563 -1.920 -5.188
C 2.927 -1.528 -4.223
C 2.710 -2.258 -3.127
H 2.267 -3.267 -3.204
C -0.985 3.564 -0.313
C -2.113 1.788 1.650
C 0.367 2.841 2.030
C -3.887 -2.515 -1.337
C -2.801 -1.620 1.302
C -2.576 0.037 -1.221
C 4.051 -0.066 -1.132
C 3.342 0.915 1.495
C 2.862 2.542 -0.836
H 3.511 -0.606 -4.283
H 3.183 -2.005 -2.200
H -1.454 4.301 0.356
H -1.677 3.328 -1.133
H -0.070 3.995 -0.739
H -2.342 2.711 2.203
H -1.937 0.983 2.379
H -2.990 1.525 1.045
H -0.226 3.701 2.375
H 1.350 3.185 1.696
H 0.470 2.124 2.854
H -4.771 -2.581 -0.696
H -3.502 -3.524 -1.526
H -4.133 -2.036 -2.295
H -3.414 -0.782 1.652
H -1.850 -1.592 1.840
H -3.321 -2.542 1.590
H -3.573 0.238 -1.632
H -1.890 0.089 -2.072
H -2.300 0.866 -0.543
H 4.969 0.527 -1.131
H 3.748 -0.276 -2.167
H 4.228 -1.019 -0.620
H 4.336 1.379 1.488
H 3.389 -0.106 1.898
H 2.639 1.522 2.084
H 3.900 2.713 -1.142
H 2.591 3.240 -0.037
H 2.190 2.713 -1.687
C -0.300 -1.420 -3.116
C -0.112 -0.052 -3.405
C -1.039 0.570 -4.270
C -1.948 -0.215 -4.983
C -2.028 -1.605 -4.793
C -1.210 -2.208 -3.855
S 0.424 -2.202 -1.715
H -1.499 -2.480 -0.955
H 0.770 0.472 -3.002
H -1.050 1.661 -4.379
H -2.617 0.247 -5.717
H -2.732 -2.222 -5.361
H -1.218 -3.286 -3.676
N 0.529 -0.742 1.303
C 0.502 -0.786 2.488
C 0.429 -0.741 3.877
C -0.851 -0.749 4.502
C -0.929 -0.725 5.895
C 0.235 -0.693 6.673
C 1.495 -0.655 6.062
C 1.606 -0.650 4.676
H -1.766 -0.770 3.892
H -1.914 -0.752 6.370
H 0.164 -0.697 7.760
H 2.405 -0.631 6.659
H 2.574 -0.585 4.170


Quick rundown of molecular weight, same order as above: 486.54, 617.56, 517.46 g/mol